(1)
{"formula": "C20H26F3N3O3", "method": "wB97M-V/def2-TZVPD", "smiles": "CCN1C(C)=C(C(=O)OC)[C@H](c2cccc(C(F)(F)F)c2)N/C1=N\\CCCCO", "relative_energy_kj_mol": 67.5, "energy_ha": -1467.3346, "max_force_ev_per_a": 0.7, "multiplicity": 1, "orbital_gap_ev": 8.72, "homo_ev": -8.09, "total_charge": 0, "elements": ["C", "C", "N", "C", "C", "C", "C", "O", "O", "C", "C", "C", "C", "C", "C", "C", "C", "F", "F", "F", "C", "N", "C", "N", "C", "C", "C", "C", "O", "H", "H", "H", "H", "H", "H", "H", "H", "H", "H", "H", "H", "H", "H", "H", "H", "H", "H", "H", "H", "H", "H", "H", "H", "H", "H"], "coordinates": [[-0.88559, 2.66150, -3.77932], [-0.88249, 2.54042, -2.25826], [-0.99820, 1.15843, -1.82360], [-2.19304, 0.58727, -1.48644], [-3.41934, 1.41668, -1.69320], [-2.24982, -0.67383, -0.96340], [-3.47164, -1.34587, -0.55707], [-4.60876, -0.92242, -0.59913], [-3.21707, -2.59421, -0.07996], [-4.35433, -3.31752, 0.35531], [-0.96661, -1.44641, -0.74362], [-0.55623, -1.37340, 0.71755], [-0.60251, -2.49581, 1.53470], [-0.22158, -2.42132, 2.86318], [0.22911, -1.22629, 3.39600], [0.27822, -0.10426, 2.58095], [0.80054, 1.20046, 3.10723], [0.76851, 1.28604, 4.44471], [0.11750, 2.25930, 2.64068], [2.08683, 1.40664, 2.75093], [-0.11429, -0.17056, 1.25216], [0.05706, -0.91910, -1.61493], [0.18944, 0.42637, -1.84527], [1.25567, 1.04538, -2.15555], [2.54503, 0.40395, -2.15431], [3.09643, 0.26438, -0.72906], [4.48259, -0.37423, -0.68038], [5.57434, 0.46953, -1.33529], [5.53382, 0.28707, -2.73604], [-0.03092, 2.12595, -4.18185], [-0.81030, 3.70712, -4.06431], [-1.79323, 2.24612, -4.21097], [-1.68358, 3.12929, -1.81542], [0.07769, 2.90049, -1.88375], [-3.47399, 2.19997, -0.93748], [-4.30143, 0.79467, -1.58803], [-3.41866, 1.87844, -2.67648], [-4.85697, -2.78563, 1.16598], [-3.98762, -4.28102, 0.70096], [-5.06211, -3.44903, -0.46609], [-1.12252, -2.49788, -1.01108], [-0.94917, -3.43163, 1.12400], [-0.26789, -3.30014, 3.48782], [0.53525, -1.16026, 4.42840], [-0.06890, 0.71907, 0.64228], [0.93295, -1.41859, -1.57837], [3.20594, 1.04983, -2.73439], [2.53405, -0.57951, -2.64547], [2.41205, -0.34393, -0.12915], [3.13261, 1.25463, -0.27028], [4.75345, -0.53360, 0.36504], [4.46342, -1.34262, -1.18385], [6.55518, 0.15306, -0.94957], [5.42956, 1.52808, -1.07846], [6.20565, 0.84128, -3.14534]], "atomic_forces_ev_per_a": [[0.0, 0.0, 0.2], [0.1, 0.5, -0.3], [-0.2, 0.0, 0.2], [-0.5, -0.5, 0.3], [-0.2, -0.1, 0.0], [0.5, 0.0, -0.3], [-0.5, 0.1, 0.0], [0.0, -0.2, 0.1], [0.3, 0.2, -0.2], [-0.4, 0.0, 0.1], [-0.3, 0.0, 0.2], [0.1, -0.2, 0.1], [0.0, 0.1, -0.1], [0.1, 0.0, 0.1], [0.0, 0.1, -0.1], [0.0, 0.1, 0.0], [0.2, 0.3, 0.1], [-0.1, -0.2, 0.2], [-0.2, 0.0, -0.2], [0.1, -0.1, -0.1], [0.0, -0.1, 0.2], [0.2, -0.1, -0.3], [0.7, -0.1, -0.2], [-0.2, 0.2, 0.0], [0.0, 0.0, 0.2], [0.1, -0.2, -0.2], [0.1, 0.4, -0.2], [0.1, -0.2, 0.5], [0.0, 0.0, -0.4], [0.1, 0.0, -0.1], [0.0, 0.1, -0.1], [-0.1, 0.0, -0.1], [0.1, -0.1, 0.0], [-0.3, 0.0, 0.0], [0.0, 0.1, 0.0], [0.1, 0.1, 0.0], [0.1, 0.1, -0.1], [0.0, -0.1, -0.1], [0.0, 0.0, 0.0], [0.0, 0.0, 0.1], [0.0, 0.2, 0.1], [0.0, -0.1, -0.1], [0.0, -0.1, 0.1], [0.0, 0.0, 0.1], [0.0, 0.1, 0.0], [0.0, 0.1, 0.0], [0.0, -0.3, 0.0], [0.1, 0.0, -0.1], [0.0, 0.1, 0.0], [-0.1, 0.0, 0.0], [0.1, -0.1, 0.0], [0.1, -0.1, 0.1], [-0.1, 0.1, 0.0], [0.0, -0.1, 0.0], [0.0, 0.0, 0.0]]}

(2)
{"formula": "C22H31BrCrN3O2SSi", "method": "wB97M-V/def2-TZVPD", "energy_ha": -5477.3280, "max_force_ev_per_a": 0.3, "multiplicity": 2, "s2": 0.857, "orbital_gap_ev": [7.73, 7.95], "homo_ev": [-14.01, -13.54], "total_charge": 2, "elements": ["Cr", "N", "C", "C", "C", "N", "H", "H", "H", "H", "H", "H", "H", "H", "H", "H", "O", "C", "C", "C", "N", "C", "Br", "C", "H", "H", "H", "H", "C", "S", "C", "O", "H", "H", "H", "H", "H", "H", "C", "C", "C", "C", "C", "C", "Si", "C", "C", "C", "C", "C", "C", "H", "H", "H", "H", "H", "H", "H", "H", "H", "H", "H"], "coordinates": [[0.32745, -1.07275, 0.20438], [1.22658, -0.63193, 2.06978], [0.30273, -0.24628, 3.16744], [-0.57235, -1.40639, 3.63920], [-0.99885, -2.39191, 2.55661], [-1.35425, -1.70770, 1.28011], [1.83178, -1.39107, 2.37430], [1.85580, 0.14592, 1.89104], [-0.32099, 0.55802, 2.77955], [0.86001, 0.15064, 4.01570], [-1.45476, -0.97625, 4.11727], [-0.05965, -1.97944, 4.41379], [-1.84923, -2.97245, 2.91198], [-0.20142, -3.10078, 2.33659], [-1.97607, -0.91915, 1.47745], [-1.90297, -2.33773, 0.69920], [-0.85102, -4.56374, -4.84005], [-0.70175, -3.71911, -3.83259], [-1.24144, -2.43059, -3.79455], [-1.01528, -1.64674, -2.68881], [-0.29422, -2.04782, -1.62255], [0.19925, -3.28892, -1.69302], [1.19354, -3.83815, -0.16473], [0.05011, -4.16111, -2.73704], [-1.39405, -4.20020, -5.55214], [-1.83270, -2.04450, -4.61487], [-1.41891, -0.64620, -2.63397], [0.47494, -5.15480, -2.72368], [3.63175, 1.16625, -1.60436], [2.34797, -0.01583, -1.94703], [3.33151, -1.33960, -2.63191], [1.99388, -0.54793, -0.52473], [4.01917, 1.51376, -2.56377], [4.41383, 0.69176, -1.01422], [3.17461, 1.99742, -1.07018], [3.77112, -0.98147, -3.56377], [2.66813, -2.17648, -2.84300], [4.10529, -1.62450, -1.92113], [-4.29432, 1.75818, 2.84153], [-3.09308, 2.43109, 3.02379], [-2.05311, 2.26325, 2.12031], [-2.18855, 1.42085, 1.01613], [-3.42041, 0.77417, 0.83273], [-4.46271, 0.93436, 1.73613], [-0.83511, 1.06151, -0.22934], [0.48744, 2.37952, -0.30449], [1.25095, 2.73579, 0.81202], [2.20178, 3.74319, 0.74070], [2.42030, 4.40482, -0.46276], [1.68209, 4.05848, -1.58663], [0.72098, 3.05705, -1.50632], [-5.10432, 1.89455, 3.54599], [-2.97220, 3.10195, 3.86481], [-1.13367, 2.82425, 2.27193], [-3.58904, 0.16781, -0.05580], [-5.40933, 0.43723, 1.56567], [-1.51703, 1.01656, -1.54869], [1.07856, 2.25115, 1.77283], [2.76460, 4.02313, 1.62264], [3.15456, 5.19813, -0.51835], [1.83879, 4.58209, -2.52105], [0.13329, 2.81863, -2.38605]], "atomic_forces_ev_per_a": [[0.0, -0.1, 0.0], [-0.1, 0.0, 0.0], [0.0, -0.1, 0.0], [0.0, 0.0, 0.0], [0.0, 0.0, 0.0], [0.0, 0.0, 0.0], [0.0, 0.0, 0.1], [0.1, 0.0, -0.1], [0.0, 0.0, 0.0], [0.0, 0.0, 0.0], [0.0, 0.0, 0.0], [0.0, 0.0, 0.0], [0.0, 0.0, 0.0], [0.0, 0.0, 0.0], [0.0, 0.0, 0.0], [0.0, 0.0, 0.0], [0.0, 0.0, 0.0], [0.0, 0.0, 0.0], [0.0, 0.0, 0.0], [0.0, 0.1, 0.0], [0.0, 0.0, 0.0], [0.0, 0.0, 0.0], [-0.1, 0.0, 0.0], [0.0, 0.0, 0.0], [0.0, 0.0, 0.0], [0.0, 0.0, 0.0], [0.0, 0.0, 0.0], [0.0, 0.0, 0.0], [0.0, 0.0, 0.0], [0.1, 0.0, 0.0], [0.0, 0.0, 0.0], [0.3, 0.1, -0.1], [0.0, 0.0, 0.0], [0.0, 0.0, 0.0], [0.0, 0.0, 0.0], [0.0, 0.0, 0.0], [0.0, 0.0, 0.0], [0.0, 0.0, 0.0], [0.0, 0.0, 0.0], [0.0, 0.0, 0.0], [0.1, 0.1, 0.1], [-0.1, -0.1, -0.2], [0.0, 0.0, 0.0], [0.0, 0.0, 0.0], [-0.1, 0.0, 0.1], [0.0, 0.0, -0.1], [0.0, 0.0, 0.1], [0.0, 0.0, 0.0], [0.0, 0.0, 0.0], [0.0, 0.0, 0.0], [0.0, 0.0, 0.0], [0.0, 0.0, 0.0], [0.0, 0.0, 0.0], [-0.1, -0.1, 0.0], [0.0, 0.0, 0.1], [0.0, 0.0, 0.0], [0.1, 0.0, -0.1], [0.0, 0.1, -0.1], [0.0, 0.0, 0.0], [0.0, 0.0, 0.0], [0.0, 0.0, 0.0], [0.0, 0.0, 0.0]]}

(3)
{"formula": "C5H15N2", "method": "wB97M-V/def2-TZVPD", "relative_energy_kj_mol": 721.0, "energy_ha": -308.5181, "max_force_ev_per_a": 4.7, "multiplicity": 1, "orbital_gap_ev": 5.36, "homo_ev": -14.26, "total_charge": 1, "elements": ["C", "N", "C", "C", "N", "C", "C", "H", "H", "H", "H", "H", "H", "H", "H", "H", "H", "H", "H", "H", "H", "H"], "coordinates": [[-0.43521, -0.96006, 0.14848], [-0.69841, -0.62377, -1.16181], [0.97258, -1.51443, -3.64147], [-0.52265, 0.24937, 1.14374], [0.61202, 1.09310, 0.80327], [0.48275, 2.49694, 1.30964], [-0.41521, -0.18115, 2.59160], [-1.21511, -1.62856, 0.47653], [0.45376, -1.54099, 0.59692], [-1.61774, -1.01484, -1.45092], [1.72160, -1.88329, -4.38559], [1.12568, -0.43867, -3.50195], [-0.12745, -1.66073, -3.95187], [-1.57530, 0.70050, 0.78487], [0.50829, 1.18946, -0.26412], [1.09092, -2.03425, -2.68012], [-0.16864, 2.46487, 2.21765], [-0.22506, 3.12447, 0.70107], [1.45304, 3.03595, 1.39720], [0.44137, -0.89442, 2.59242], [-1.42746, -0.67390, 2.99484], [-0.43375, 0.69439, 3.27963]], "atomic_forces_ev_per_a": [[-2.0, -4.2, -0.9], [1.8, 0.3, 1.2], [-1.2, 0.0, -0.4], [-0.9, 4.0, 0.2], [-1.9, 1.1, -3.0], [-1.4, 0.6, 0.7], [-2.8, -1.4, 0.6], [-0.5, -0.3, 0.5], [0.0, 1.5, -1.5], [0.4, 0.1, 0.1], [-0.9, 0.1, 0.6], [0.0, -0.2, 0.0], [1.8, 0.1, 0.0], [2.2, -0.8, 1.3], [0.9, -0.2, 1.8], [0.2, 0.1, -0.3], [1.4, 0.1, 0.0], [0.9, -0.7, -0.3], [-0.8, -0.7, 0.2], [-0.5, 0.8, 1.0], [2.3, 0.4, -1.2], [0.9, -0.5, -0.7]]}

(4)
{"formula": "C27H30N4O2S2", "method": "wB97M-V/def2-TZVPD", "smiles": "C=CCN(C(=O)CSc1nc2c(sc3ccccc32)c(=O)n1CCN(CC)CC)c1ccccc1", "relative_energy_kj_mol": 72.3, "energy_ha": -2212.7785, "max_force_ev_per_a": 1.2, "multiplicity": 1, "orbital_gap_ev": 8.16, "homo_ev": -7.99, "total_charge": 0, "elements": ["C", "C", "C", "N", "C", "O", "C", "S", "C", "N", "C", "C", "S", "C", "C", "C", "C", "C", "C", "C", "O", "N", "C", "C", "N", "C", "C", "C", "C", "C", "C", "C", "C", "C", "C", "H", "H", "H", "H", "H", "H", "H", "H", "H", "H", "H", "H", "H", "H", "H", "H", "H", "H", "H", "H", "H", "H", "H", "H", "H", "H", "H", "H", "H", "H"], "coordinates": [[-5.27702, -0.50296, -2.89397], [-4.39593, 0.45380, -2.67382], [-2.98983, 0.21464, -2.22737], [-2.63500, 1.07667, -1.10260], [-1.42453, 1.68511, -1.13750], [-0.69967, 1.62511, -2.11080], [-0.98146, 2.40835, 0.12887], [0.83423, 2.41378, 0.15944], [1.07915, 0.69400, -0.10735], [0.12507, -0.07838, 0.30578], [0.25042, -1.39593, 0.04172], [1.32557, -1.90185, -0.66733], [1.22494, -3.61566, -0.94090], [-0.28591, -3.67280, -0.06477], [-1.05714, -4.80120, 0.17733], [-2.21773, -4.66145, 0.91077], [-2.60725, -3.41909, 1.41279], [-1.84696, -2.29543, 1.17609], [-0.68346, -2.41212, 0.41833], [2.39976, -1.06403, -1.10427], [3.39593, -1.40522, -1.70884], [2.20671, 0.28984, -0.73344], [3.23038, 1.23481, -1.12304], [4.07924, 1.76624, 0.05805], [4.94430, 0.84342, 0.74948], [5.92760, 0.17132, -0.09084], [6.81905, 1.14602, -0.85118], [4.29654, -0.09631, 1.65163], [3.41232, 0.57420, 2.69686], [-3.58219, 1.19247, -0.06373], [-4.21436, 0.05494, 0.43053], [-5.16139, 0.16536, 1.43157], [-5.50113, 1.40610, 1.94315], [-4.89845, 2.54281, 1.43231], [-3.95201, 2.44083, 0.42924], [-5.03131, -1.54304, -2.75413], [-6.27460, -0.29014, -3.23617], [-4.65867, 1.49305, -2.82034], [-2.29137, 0.46802, -3.03292], [-2.83423, -0.83682, -1.96178], [-1.36138, 1.93285, 1.03073], [-1.25563, 3.46231, 0.10512], [-0.74611, -5.76283, -0.19939], [-2.82943, -5.52909, 1.10758], [-3.51192, -3.34292, 1.99747], [-2.12110, -1.32872, 1.56904], [3.86588, 0.71797, -1.84437], [2.74583, 2.08825, -1.60547], [4.70567, 2.56257, -0.35033], [3.41325, 2.22516, 0.79019], [6.55872, -0.41506, 0.58366], [5.45707, -0.53421, -0.79348], [7.19568, 1.91051, -0.17608], [6.28941, 1.62637, -1.66955], [7.66354, 0.60449, -1.26989], [5.10466, -0.61740, 2.17522], [3.71781, -0.86604, 1.11478], [2.47155, 0.92259, 2.27710], [3.18124, -0.14221, 3.48170], [3.93551, 1.41859, 3.13792], [-3.96190, -0.91609, 0.03698], [-5.63777, -0.72559, 1.81236], [-6.24017, 1.48837, 2.72522], [-5.17410, 3.51732, 1.80649], [-3.51593, 3.33434, 0.01019]], "atomic_forces_ev_per_a": [[-0.1, 0.0, -0.1], [0.1, 0.0, 0.0], [0.1, -0.1, -0.4], [-0.3, -0.2, -0.3], [0.1, 0.2, 0.1], [0.0, 0.0, -0.2], [0.7, -0.2, 0.1], [0.0, 0.6, 0.1], [-0.6, 0.1, 0.4], [-0.2, 0.2, 0.3], [1.0, -0.2, -0.7], [-0.5, -0.2, 0.3], [-0.1, 0.1, 0.1], [0.2, 0.4, 0.0], [-0.1, -0.1, 0.0], [0.1, -0.1, -0.1], [-0.1, 0.1, 0.1], [0.1, 0.0, 0.0], [-0.1, -0.5, 0.0], [-0.1, 0.1, 0.1], [0.1, -0.2, -0.1], [-0.2, -0.4, -0.1], [0.7, 0.5, 0.0], [-0.2, -0.1, -0.3], [0.1, -0.1, 0.1], [0.1, 0.1, -0.1], [-0.2, -0.2, 0.1], [-0.1, 0.0, 0.2], [0.1, -0.2, -0.2], [-0.2, 0.2, 0.4], [0.1, 0.1, 0.0], [0.0, 0.0, 0.0], [0.0, 0.0, 0.1], [0.0, 0.0, 0.1], [0.0, -0.1, -0.1], [0.1, -0.2, 0.1], [-0.2, 0.1, -0.1], [-0.1, 0.1, 0.0], [-0.1, -0.1, 0.2], [0.0, 0.0, -0.1], [-0.1, 0.1, -0.1], [0.0, 0.0, 0.0], [0.0, -0.1, 0.0], [0.0, -0.1, 0.0], [-0.1, 0.0, 0.1], [-0.1, 0.1, 0.1], [-0.1, 0.1, 0.1], [0.0, -0.1, -0.1], [-0.1, 0.1, 0.0], [0.1, 0.1, 0.0], [-0.1, 0.0, -0.1], [0.1, 0.0, 0.1], [0.1, 0.1, 0.0], [0.0, 0.1, -0.1], [0.1, 0.0, -0.1], [-0.1, 0.0, -0.1], [0.1, 0.0, 0.1], [-0.1, 0.1, 0.0], [-0.1, 0.0, 0.1], [0.0, 0.1, 0.1], [0.0, -0.1, -0.1], [0.0, -0.1, 0.0], [-0.1, 0.0, 0.1], [0.0, 0.1, 0.0], [0.0, 0.1, -0.1]]}

- Which formula does entry 2 have?
  C22H31BrCrN3O2SSi

- Which formula does entry 4 have?
  C27H30N4O2S2